No. 1
This record from the Open Molecules 2025 dataset describes a molecular structure, C27H27F5I4N3O16 in a non-equilibrium geometry. The level of theory is the ωB97M-V functional and the def2-TZVPD basis.

LUMO energy = -5.00 eV
Total energy = -111636.52470 eV
Total charge = +1
HOMO energy = -0.4236 Ha

Last column: Mulliken charge in e.
Positions of all 82 atoms, in Å:
C (3.89158, 1.87937, 10.35134)  0.691
C (-0.64696, -0.73827, -3.71042)  0.258
I (-5.01002, 1.78299, -7.81407)  0.106
O (3.49059, 0.98674, 9.39536)  -0.294
H (1.89711, -3.92326, -3.50177)  0.166
O (-4.66605, -2.80333, 0.57535)  -0.304
C (-4.21514, -3.64566, -0.46102)  0.461
C (2.21939, 0.77328, 11.25873)  0.305
I (-1.60782, 3.32744, 1.01954)  0.121
O (4.68138, 2.78715, 10.15129)  -0.536
C (-2.37200, -6.34323, -4.26478)  0.341
C (1.12919, 3.46511, -0.47364)  -0.744
H (1.85981, -0.29453, 9.41823)  0.262
C (-3.30240, 1.84353, -6.39946)  0.006
O (-0.60382, -5.09787, -3.58932)  -0.151
C (-2.25024, 2.66490, -3.94425)  0.479
C (3.92259, -3.97535, -4.26250)  0.316
O (-5.38541, -3.31619, 2.67991)  -0.534
N (-0.45443, 1.74470, -2.04702)  0.104
H (-1.08222, 1.99036, -7.15088)  0.260
H (4.47528, -3.65326, -5.15149)  0.301
O (3.29528, 1.63545, 11.55200)  -0.283
C (-0.95604, -6.02063, -4.60046)  -0.536
H (3.29813, -0.84437, 10.30818)  0.275
C (-5.15799, -3.64485, 1.52746)  0.571
H (-2.30111, 6.20308, -3.47782)  0.340
H (-1.47807, 0.35270, -6.13771)  0.071
H (1.65869, 2.50061, -0.06396)  0.473
H (-1.69664, 5.80979, -4.97481)  0.343
H (0.26976, 4.49350, 2.95538)  0.337
I (2.65184, 4.85499, -1.31965)  0.208
H (-6.05044, -4.70955, -0.88971)  0.307
C (-1.45153, -5.33082, -2.54118)  0.525
O (-5.35849, -4.90546, 1.03540)  -0.314
H (4.70533, 4.98258, 6.98342)  0.314
C (-1.88170, 1.16616, -6.87410)  -0.686
O (1.59672, 6.02500, 5.10065)  -0.548
O (3.42064, -7.26511, -4.78116)  -0.536
C (0.00204, 3.13580, -1.65748)  0.140
C (0.33918, 4.34254, 0.68417)  -0.379
H (1.73720, 3.43899, 2.35995)  0.283
H (2.08707, -3.25396, -5.13856)  0.196
O (4.25741, -5.30933, -3.95386)  -0.295
H (2.98487, 2.56127, 6.19680)  0.222
O (2.02006, 4.33445, 6.58177)  -0.310
F (5.21824, 3.52669, 5.69770)  -0.282
C (3.13429, 3.48457, 6.76653)  -0.097
O (-2.40709, -6.24881, -2.85881)  -0.301
C (4.26022, 4.30922, 6.24316)  0.340
C (-0.63641, 4.47429, -2.42239)  -0.268
O (-1.36636, -4.77880, -1.45680)  -0.559
H (-0.01527, 0.92947, -1.53433)  0.350
C (-1.78478, 4.21793, -3.57687)  0.226
H (1.78094, 5.37735, 2.24827)  0.309
C (2.36221, 5.20966, 5.58758)  0.679
H (0.07258, 5.42812, 0.33599)  0.438
C (2.44403, -4.02062, -4.44559)  -0.192
H (-3.15138, -3.86519, -0.32053)  0.295
F (-2.67286, -7.61416, -4.61388)  -0.282
H (1.30976, 1.36144, 11.09703)  0.283
C (2.68748, 0.02885, 10.05523)  -0.389
H (-0.29712, -6.89336, -4.54084)  0.303
H (-4.62003, -5.75082, -0.70863)  0.211
F (2.04647, -0.06353, 12.30636)  -0.281
H (-2.11734, 0.59477, -7.89508)  0.348
I (-5.40702, 3.41922, -4.59675)  0.127
C (3.31526, -6.06608, -4.58342)  0.637
F (-4.40229, -3.00919, -1.63896)  -0.306
C (-5.10418, -4.83717, -0.35334)  -0.376
O (3.66431, 5.06475, 5.21313)  -0.298
O (2.24000, -5.31577, -4.97370)  -0.280
N (-2.38448, 5.46358, -4.23909)  -0.498
F (4.25429, -3.19797, -3.20736)  -0.290
H (-0.85555, -5.57234, -5.59260)  0.321
O (-1.87506, 0.04884, -3.35522)  -0.079
H (-3.10434, -5.65395, -4.69847)  0.296
H (-0.25714, 5.56629, -2.12962)  0.174
C (-3.42726, 2.50641, -5.07355)  -0.634
C (-1.51624, 1.45614, -3.11428)  0.115
H (3.26156, 3.22883, 7.82189)  -0.040
C (1.11758, 4.40498, 2.12770)  -0.954
N (0.27033, -1.22109, -4.52433)  -0.375

---

No. 2
This record from the Open Molecules 2025 dataset describes 9 unconnected molecules or ions with the total composition C27H27F9O27 in a non-equilibrium geometry. The level of theory is the ωB97M-V functional and the def2-TZVPD basis.

LUMO energy = -0.01 eV
Total energy = -108178.68303 eV
SMILES string = O=C1OC[C@@H](F)O1.O=C1OC[C@@H](F)O1.O=C1OC[C@@H](F)O1.O=C1OC[C@@H](F)O1.O=C1OC[C@@H](F)O1.O=C1OC[C@@H](F)O1.O=C1OC[C@@H](F)O1.O=C1OC[C@@H](F)O1.O=C1OC[C@@H](F)O1
Total charge = 0
Energy relative to the best compared isomer or geometry (same formula, charge and spin) = 0.5666 eV
HOMO energy = -0.4050 Ha

Last column: Mulliken charge in e.
Positions of all 90 atoms, in Å:
O (10.68936, 15.27528, 5.90264)  -0.424
C (5.38182, 14.46336, 10.46127)  0.545
H (8.46644, 11.57871, 11.43035)  -0.207
O (5.91761, 13.17959, 6.01560)  -0.571
C (5.27049, 18.37326, 6.58370)  0.419
O (8.67879, 18.28415, 10.83540)  -0.398
C (7.12923, 17.35978, 5.80385)  0.391
C (2.48815, 15.94453, 7.09648)  -0.214
C (8.26998, 12.46856, 8.32704)  0.900
H (3.40324, 16.44033, 7.44305)  0.038
O (6.34210, 17.60963, 6.95324)  -0.131
H (10.22711, 9.84970, 11.40336)  0.033
O (4.85700, 14.11765, 9.25559)  -0.022
H (10.85505, 18.37359, 3.56851)  0.290
C (11.52048, 11.75949, 9.29507)  0.564
C (8.55638, 9.71182, 13.61414)  0.580
O (9.20431, 9.10955, 14.39885)  -0.509
O (6.09253, 15.37650, 10.68618)  -0.497
H (5.30026, 12.07347, 9.17832)  -0.259
H (3.87266, 14.25951, 6.91341)  -0.876
F (5.40674, 16.50288, 4.34444)  -0.232
C (6.15155, 17.59278, 4.66665)  0.275
H (8.52757, 6.38101, 6.47822)  0.301
O (7.62549, 9.14611, 12.78905)  -0.364
O (8.60791, 11.03813, 13.40132)  -0.404
C (8.08885, 8.36224, 7.22964)  0.390
H (3.05240, 13.19835, 10.98603)  0.306
O (10.87124, 18.62048, 11.01456)  -0.374
F (11.91849, 10.64053, 12.08971)  -0.343
H (8.57552, 18.13012, 8.79093)  -0.072
H (9.46613, 13.94182, 7.36591)  0.513
O (2.14845, 16.52200, 3.77719)  -0.532
F (6.85253, 9.77473, 10.77266)  -0.187
C (4.46463, 12.75205, 9.34191)  0.073
H (3.67072, 12.51846, 8.63447)  0.512
C (9.21685, 17.85745, 9.62365)  0.764
O (7.46067, 12.08294, 7.25118)  -0.442
F (4.02199, 11.47520, 11.32075)  -0.287
C (10.90226, 18.67583, 5.74982)  0.324
C (2.34285, 16.11752, 4.87100)  0.604
F (9.36580, 16.49023, 9.66728)  -0.300
F (7.50584, 12.40587, 9.47935)  -0.259
C (7.80666, 11.38973, 12.27639)  0.308
H (12.46863, 18.70582, 4.24754)  0.290
H (7.24432, 12.30395, 12.44592)  0.207
C (8.57504, 13.90372, 7.99240)  -0.361
O (4.50188, 18.80246, 7.37355)  -0.516
O (5.26844, 18.53416, 5.24224)  -0.360
H (9.76589, 6.95342, 7.62462)  0.269
O (9.79461, 7.81015, 5.74498)  -0.364
C (11.51458, 18.21492, 4.42098)  -0.542
C (9.67671, 18.78424, 11.63498)  0.514
C (11.89208, 9.63332, 9.94823)  -0.399
O (12.34067, 10.70454, 9.10937)  -0.356
C (9.07753, 7.25175, 6.84102)  -0.452
H (8.75264, 14.52500, 8.86264)  0.075
H (10.55630, 19.50371, 9.18736)  0.317
O (1.91475, 16.66138, 6.02235)  -0.365
F (1.97261, 13.65653, 6.56180)  -0.378
C (4.00875, 12.71595, 10.78294)  0.091
H (7.55308, 16.35878, 5.85989)  0.005
H (11.27304, 8.94470, 9.37244)  0.045
O (9.49396, 19.28444, 12.68786)  -0.488
H (12.75813, 9.11261, 10.34518)  0.385
C (9.31282, 9.03380, 5.44148)  0.593
O (3.04467, 14.96292, 5.12851)  -0.354
O (11.44533, 12.70288, 8.58233)  -0.458
C (6.94113, 10.14757, 12.07158)  0.415
C (6.84279, 13.20334, 6.75689)  0.227
O (11.72719, 16.82473, 4.64462)  -0.373
H (11.64199, 19.15039, 6.39386)  0.363
O (10.78244, 11.58902, 10.42500)  -0.269
H (7.94847, 18.07450, 5.69479)  -0.226
O (8.30021, 9.36131, 6.30483)  -0.211
O (9.71061, 9.73309, 4.57881)  -0.482
C (2.95007, 14.63738, 6.48799)  1.733
O (7.39936, 14.30896, 7.28978)  0.185
C (10.59699, 18.49996, 9.62969)  -0.296
H (6.61868, 17.97806, 3.76377)  0.322
H (1.82235, 15.90568, 7.95344)  0.379
H (9.11716, 11.79993, 8.40732)  -0.430
C (10.91537, 16.40389, 5.63603)  0.502
F (9.83613, 19.49657, 5.57544)  -0.313
H (5.93978, 10.26386, 12.48608)  0.263
O (10.45077, 17.47817, 6.34149)  -0.075
H (11.34823, 17.95175, 9.06920)  0.262
O (5.04179, 13.49844, 11.38698)  -0.345
F (8.44867, 8.84105, 8.47948)  -0.302
H (7.04983, 8.05382, 7.27211)  0.291
C (11.10654, 10.36156, 11.02367)  0.755

---

No. 3
This record from the Open Molecules 2025 dataset describes a molecular structure, C27H27N2O3PZr in a non-equilibrium geometry. The level of theory is the ωB97M-V functional and the def2-TZVPD basis.

LUMO energy = -6.27 eV
Total energy = -48119.34965 eV
Total charge = +2
Energy relative to the best compared isomer or geometry (same formula, charge and spin) = 1.0635 eV
HOMO energy = -0.5264 Ha

Last column: Mulliken charge in e.
Positions of all 61 atoms, in Å:
C (4.28653, -0.83282, -2.59469)  -0.792
C (2.67548, -2.15966, -3.78934)  -0.816
C (-0.98293, 1.32668, 2.70496)  0.549
H (0.62212, -1.82773, -3.31269)  0.308
H (-0.61726, -0.10893, -3.33637)  0.621
H (1.23707, -1.31972, 3.45909)  0.645
C (-0.37172, 1.83956, 3.96469)  -1.629
C (-5.22809, -1.70961, 1.55083)  -0.518
H (2.58818, 5.71100, -1.31327)  0.414
C (3.25918, -0.18176, -1.93295)  -0.477
H (-2.23837, -3.20636, 1.88576)  0.236
C (1.92861, -0.50391, -2.21258)  0.054
H (-1.42143, 1.18275, -2.43130)  0.464
H (2.44682, -2.93165, -4.51171)  0.463
C (1.15841, -1.78218, 2.48850)  -0.384
Zr (-0.38813, -1.11034, 0.67943)  0.419
C (-4.31362, -2.72817, 1.75578)  -0.873
H (1.65081, 4.74728, 0.74828)  0.452
O (-2.84371, -0.60110, -1.26826)  -0.499
H (-0.33861, 2.92974, 3.96146)  0.410
H (2.59025, 4.41240, -3.41002)  0.437
C (1.17449, 2.86534, -0.17179)  -0.069
H (-2.16741, 1.29874, 0.37226)  -0.187
H (-3.70723, 1.89275, 0.97815)  0.655
C (0.67838, -3.31752, 0.85337)  -0.629
C (1.94106, -1.47576, 1.35586)  -0.424
N (-2.21897, 1.68574, 2.41221)  0.059
H (5.31447, -0.56852, -2.38546)  0.450
H (1.71898, 2.10271, -3.44211)  0.459
C (-1.68207, -0.76295, -1.56255)  0.526
H (-0.18903, -3.48866, 2.90348)  0.725
H (3.48719, 0.59373, -1.21033)  0.484
H (-5.43899, 0.39892, 1.19174)  0.469
O (-0.34261, 0.57494, 1.92006)  -0.273
N (-2.49238, -1.18322, 1.51779)  0.075
H (0.63715, 1.45389, 4.07538)  0.331
C (-0.87431, 0.24873, -2.33956)  -1.115
C (3.99423, -1.81506, -3.53168)  -0.505
C (-2.87905, 1.22570, 1.19530)  -0.864
C (1.65671, -2.43932, 0.35105)  -0.434
C (2.19193, 3.97233, -2.50576)  -0.711
H (-4.63776, -3.74107, 1.94616)  0.459
C (-2.96821, -2.42695, 1.72202)  0.040
H (-2.73769, 2.26066, 3.05855)  0.301
H (0.78894, 2.41573, 0.73424)  0.070
H (2.18724, -2.55509, -0.58014)  0.579
C (1.19531, 2.12014, -1.35186)  0.233
C (1.70453, 2.67684, -2.52394)  -0.357
C (-4.75448, -0.42133, 1.35874)  -0.806
C (1.66208, 4.16311, -0.16241)  -0.723
H (-0.97451, 1.53276, 4.82100)  0.462
C (-3.39402, -0.18982, 1.35008)  1.094
H (0.32584, -4.20961, 0.35960)  0.542
H (2.72093, -0.73043, 1.31069)  0.589
H (-6.29140, -1.90827, 1.55282)  0.464
O (-0.96000, -1.75987, -1.05213)  -0.555
C (1.64132, -1.51641, -3.12440)  -0.370
C (0.36155, -2.90717, 2.17892)  -0.803
H (4.79566, -2.31392, -4.05986)  0.440
P (0.65198, 0.39375, -1.27395)  2.370
C (2.18057, 4.70895, -1.32716)  -0.538